89
Properties=species:S:1:pos:R:3 method="wB97M-V/def2-TZVPD" lumo_energy_ev="-8.740 / -8.739" max_force_ev_per_a=1.337 e_tot_ev=-109294.1471 charge=+3 e_above_lowest_ev=0.348 e_homo_ev="-15.8 / -15.8" homo_lumo_gap_ev="7.03 / 7.03"
Co 0.014 -0.109 0.287
C 2.416 0.391 -5.945
C 1.605 0.548 -4.689
C 0.227 0.473 -4.690
C -0.534 0.661 -3.514
C -1.948 0.847 -3.462
N -2.878 0.381 -4.242
C -2.781 -0.713 -5.227
C -2.225 -2.003 -4.621
C -3.072 -2.671 -3.536
N -3.006 -1.982 -2.240
C -4.040 -1.758 -1.477
C -4.041 -1.079 -0.241
C -5.305 -0.849 0.359
C -5.464 -0.088 1.492
C -6.801 0.140 2.140
C -4.305 0.520 1.986
C -3.036 0.308 1.455
C -1.939 1.057 2.005
N -0.708 1.003 1.666
C 0.208 1.912 2.397
C 1.591 1.295 2.565
C 2.406 1.504 1.316
N 1.644 1.011 0.147
C 2.198 1.154 -0.997
C 1.539 0.891 -2.268
C 2.238 0.796 -3.459
C 0.132 0.813 -2.271
O -0.557 0.879 -1.177
C -2.850 -0.585 0.373
O -1.689 -0.944 -0.058
H 1.785 0.381 -6.831
H 2.986 -0.540 -5.925
H 3.134 1.205 -6.049
H -0.276 0.342 -5.639
H -2.312 1.449 -2.634
H -3.810 0.735 -4.072
H -2.175 -0.400 -6.074
H -3.790 -0.869 -5.606
H -1.221 -1.825 -4.231
H -2.124 -2.716 -5.440
H -2.723 -3.696 -3.398
H -4.121 -2.722 -3.832
H -2.107 -1.707 -1.847
H -5.000 -2.079 -1.874
H -6.180 -1.286 -0.111
H -7.567 -0.497 1.703
H -7.118 1.177 2.024
H -6.755 -0.068 3.209
H -4.398 1.199 2.828
H -2.199 1.748 2.806
H -0.219 2.119 3.377
H 0.257 2.855 1.846
H 1.502 0.232 2.788
H 2.099 1.748 3.416
H 3.373 1.000 1.375
H 2.596 2.570 1.172
H 3.212 1.555 -1.038
H 3.318 0.909 -3.443
S 0.152 -1.720 2.260
C -0.505 -3.266 2.121
N -0.142 -4.244 2.922
C -0.808 -5.543 2.828
C -1.778 -5.472 1.637
S -1.761 -3.750 1.025
H 0.544 -4.068 3.645
H -1.333 -5.752 3.759
H -0.059 -6.319 2.680
H -2.795 -5.716 1.930
H -1.477 -6.131 0.827
O 1.162 -1.523 -0.518
C 1.261 -2.709 -0.878
C 0.341 -3.363 -1.849
C 1.025 -3.030 -3.212
C 2.527 -3.371 -3.348
C 3.519 -2.466 -2.582
C 3.654 -2.785 -1.079
N 2.389 -3.397 -0.629
H -0.660 -2.954 -1.788
H 0.300 -4.443 -1.703
H 0.901 -1.957 -3.398
H 0.482 -3.566 -3.993
H 2.763 -3.278 -4.409
H 2.697 -4.425 -3.110
H 3.192 -1.431 -2.701
H 4.501 -2.546 -3.049
H 3.854 -1.895 -0.487
H 4.447 -3.502 -0.886
H 2.328 -4.367 -0.902

84
Properties=species:S:1:pos:R:3 method="wB97M-V/def2-TZVPD" spin_multiplicity=5 lumo_energy_ev="-4.860 / -8.146" max_force_ev_per_a=3.386 e_tot_ev=-62695.3102 charge=+2 e_above_lowest_ev=0.000 e_homo_ev="-8.1 / -12.4" homo_lumo_gap_ev="3.24 / 4.23"
Pt 0.449 -0.150 3.749
C -0.877 1.681 3.617
C -1.393 0.656 2.809
C -1.355 0.663 1.283
C -0.129 0.000 0.655
C 1.071 -0.077 1.572
C 1.603 1.034 2.271
C 1.075 2.455 2.154
C -0.013 2.830 3.180
C 2.010 -1.396 4.100
H -1.328 1.811 4.601
H -2.245 0.099 3.220
H -1.498 1.693 0.926
H -2.236 0.100 0.946
H -0.390 -1.033 0.382
H 0.138 0.491 -0.292
H 1.738 -0.918 1.358
H 2.644 0.948 2.603
H 0.722 2.635 1.129
H 1.933 3.126 2.316
H 0.491 3.213 4.086
H -0.609 3.673 2.789
H 2.021 -1.695 5.162
H 2.950 -0.890 3.835
H 1.843 -2.284 3.472
P 1.413 -0.997 -3.640
P -1.869 -0.723 -3.309
N 2.872 -0.036 -3.836
N 2.027 -2.326 -4.716
N -2.027 1.029 -3.185
N -3.560 -0.983 -3.909
C 0.389 -0.165 -4.928
C -1.038 -0.762 -4.971
C 3.537 0.507 -2.718
C 4.585 1.299 -3.169
C 4.574 1.253 -4.602
C 3.509 0.451 -4.980
C 2.142 -3.663 -4.302
C 2.720 -4.409 -5.326
C 2.938 -3.515 -6.431
C 2.467 -2.269 -6.030
C -1.744 1.737 -2.009
C -1.885 3.101 -2.245
C -2.229 3.248 -3.627
C -2.271 1.973 -4.180
C -4.351 -0.292 -4.834
C -5.451 -1.070 -5.182
C -5.334 -2.306 -4.459
C -4.175 -2.232 -3.703
H 0.844 -0.260 -5.926
H 0.356 0.905 -4.654
H -1.655 -0.248 -5.732
H -1.001 -1.838 -5.241
H 3.185 0.272 -1.723
H 5.281 1.854 -2.555
H 5.259 1.748 -5.281
H 3.164 0.205 -5.971
H 1.801 -3.957 -3.320
H 2.976 -5.460 -5.306
H 3.388 -3.739 -7.386
H 2.400 -1.356 -6.611
H -1.474 1.201 -1.106
H -1.779 3.894 -1.517
H -2.445 4.165 -4.152
H -2.441 1.673 -5.205
H -4.100 0.705 -5.151
H -6.230 -0.792 -5.876
H -6.018 -3.143 -4.513
H -3.724 -2.940 -3.018
C 0.948 -0.686 9.174
C -0.210 -0.077 8.366
C -1.519 -0.749 8.801
C -0.275 1.430 8.647
C -0.042 -0.253 6.899
C 0.140 -0.231 5.687
H 0.803 -0.518 10.250
H 1.900 -0.224 8.899
H 1.014 -1.767 9.013
H -1.586 -0.778 9.897
H -2.382 -0.196 8.409
H -1.566 -1.776 8.420
H 0.558 1.943 8.152
H -1.217 1.847 8.271
H -0.206 1.634 9.724

85
Properties=species:S:1:pos:R:3 method="wB97M-V/def2-TZVPD" spin_multiplicity=3 lumo_energy_ev="2.459 / 2.456" max_force_ev_per_a=3.760 e_tot_ev=-56925.8775 charge=-1 e_above_lowest_ev=0.526 e_homo_ev="0.1 / -3.4" homo_lumo_gap_ev="2.37 / 5.86"
Au 0.529 0.294 -1.590
N -1.299 4.284 0.807
N 0.541 2.887 -0.913
C 0.339 -1.658 -2.610
C -1.087 -1.902 -2.557
C -1.401 -2.360 -1.266
C -2.748 -2.709 -0.765
H -3.510 -2.530 -1.534
H -3.009 -2.108 0.122
H -2.801 -3.768 -0.470
C -0.213 -2.498 -0.510
C -0.116 -3.104 0.830
H -0.695 -4.038 0.891
H -0.520 -2.411 1.590
H 0.925 -3.323 1.092
C 0.874 -1.975 -1.282
C 2.320 -2.165 -0.986
H 2.473 -2.430 0.068
H 2.866 -1.229 -1.174
H 2.773 -2.959 -1.604
C -2.044 -1.748 -3.671
H -2.545 -2.701 -3.898
H -1.533 -1.405 -4.578
H -2.834 -1.019 -3.432
C 1.186 -1.583 -3.831
H 1.841 -0.700 -3.782
H 0.575 -1.501 -4.738
H 1.831 -2.471 -3.932
C -2.013 4.757 1.818
H -1.715 5.736 2.208
C -3.098 4.061 2.376
H -3.603 4.473 3.248
C -3.482 2.849 1.789
H -4.365 2.307 2.132
C -2.719 2.339 0.749
H -2.903 1.354 0.322
C -1.562 3.046 0.291
C -0.715 2.418 -0.693
H -1.209 1.846 -1.500
C 1.417 2.097 -1.589
C 1.187 4.108 -0.545
H 0.660 4.859 0.004
C 2.471 3.957 -0.874
H 3.309 4.610 -0.727
N 2.620 2.708 -1.506
C 3.856 2.073 -1.875
C 4.078 1.741 -3.213
C 5.261 1.068 -3.540
H 5.465 0.825 -4.585
C 6.185 0.708 -2.556
C 7.463 0.006 -2.904
H 7.479 -1.014 -2.502
H 8.327 0.533 -2.481
H 7.592 -0.052 -3.986
C 5.915 1.024 -1.222
H 6.614 0.730 -0.436
C 4.749 1.713 -0.864
C 4.434 2.002 0.568
H 4.296 3.075 0.763
H 5.272 1.651 1.181
H 3.533 1.470 0.917
C 3.102 2.123 -4.277
H 2.809 3.180 -4.219
H 2.187 1.514 -4.245
H 3.572 1.957 -5.253
C -3.385 -3.944 3.970
C -3.207 -2.836 4.982
N -2.660 -1.555 4.447
C -2.936 -1.113 3.187
S -1.746 -0.375 2.242
N -4.222 -1.269 2.751
C -5.384 -1.090 3.664
C -5.224 -0.004 4.701
H -4.079 -3.662 3.170
H -3.799 -4.818 4.484
H -2.427 -4.241 3.531
H -4.152 -2.602 5.485
H -2.499 -3.150 5.759
H -1.693 -1.362 4.709
H -4.353 -0.884 1.814
H -6.241 -0.868 3.015
H -5.580 -2.063 4.131
H -5.111 0.980 4.228
H -6.126 0.023 5.321
H -4.362 -0.192 5.353

85
Properties=species:S:1:pos:R:3 method="wB97M-V/def2-TZVPD" lumo_energy_ev="2.410 / 2.421" max_force_ev_per_a=2.731 e_tot_ev=-59073.5742 charge=-1 e_above_lowest_ev=0.000 e_homo_ev="-1.3 / -1.3" homo_lumo_gap_ev="3.71 / 3.74"
Bi -0.080 0.429 0.139
N 1.322 -0.962 3.570
N -1.965 0.058 2.217
C -0.529 -1.896 -1.922
C -0.653 -2.799 -0.826
C 0.615 -2.896 -0.183
C 0.945 -3.680 1.031
H 0.127 -4.366 1.284
H 1.148 -3.037 1.906
H 1.843 -4.291 0.853
C 1.541 -2.096 -0.900
C 2.997 -1.987 -0.627
H 3.575 -2.644 -1.300
H 3.240 -2.285 0.403
H 3.374 -0.965 -0.774
C 0.841 -1.470 -1.982
C 1.457 -0.621 -3.034
H 2.152 0.121 -2.610
H 0.699 -0.076 -3.610
H 2.033 -1.238 -3.746
C -1.870 -3.570 -0.474
H -1.865 -4.555 -0.976
H -2.786 -3.053 -0.791
H -1.934 -3.757 0.607
C -1.603 -1.525 -2.883
H -1.435 -0.532 -3.325
H -2.592 -1.495 -2.403
H -1.657 -2.251 -3.713
C 2.361 -0.506 4.272
H 3.134 -1.233 4.538
C 2.508 0.839 4.647
H 3.423 1.155 5.142
C 1.441 1.716 4.416
H 1.505 2.760 4.711
C 0.284 1.214 3.829
H -0.604 1.825 3.672
C 0.286 -0.115 3.348
C -0.715 -0.620 2.425
H -0.773 -1.708 2.308
C -2.123 0.694 0.997
C -3.220 -0.142 2.802
H -3.319 -0.573 3.783
C -4.132 0.283 1.922
H -5.198 0.304 2.019
N -3.470 0.657 0.745
C -4.060 0.772 -0.548
C -5.064 -0.134 -0.938
C -5.602 -0.025 -2.227
H -6.415 -0.697 -2.517
C -5.132 0.909 -3.146
C -5.773 1.056 -4.496
H -5.034 1.291 -5.270
H -6.513 1.868 -4.505
H -6.299 0.141 -4.786
C -4.051 1.710 -2.778
H -3.629 2.407 -3.506
C -3.526 1.685 -1.479
C -2.412 2.632 -1.162
H -2.471 3.073 -0.159
H -2.435 3.455 -1.894
H -1.404 2.177 -1.291
C -5.529 -1.250 -0.060
H -6.062 -0.892 0.827
H -4.715 -1.914 0.260
H -6.243 -1.867 -0.617
C 5.373 0.889 -1.584
C 5.208 2.256 -0.966
N 3.826 2.604 -0.543
C 3.038 2.027 0.363
S 1.391 2.612 0.514
N 3.481 1.019 1.157
C 4.811 1.027 1.836
C 5.146 2.299 2.579
H 5.313 0.080 -0.848
H 6.363 0.838 -2.051
H 4.633 0.712 -2.374
H 5.879 2.409 -0.119
H 5.463 3.020 -1.711
H 3.315 3.262 -1.133
H 2.728 0.622 1.726
H 4.790 0.175 2.530
H 5.555 0.800 1.066
H 4.447 2.475 3.401
H 6.147 2.188 3.009
H 5.135 3.182 1.931

88
Properties=species:S:1:pos:R:3 method="wB97M-V/def2-TZVPD" lumo_energy_ev=-3.115 max_force_ev_per_a=1.148 e_tot_ev=-86428.4736 charge=+1 e_above_lowest_ev=16.385 e_homo_ev=-8.8 homo_lumo_gap_ev=5.64
Ta 0.085 1.165 -0.847
C 3.278 -3.029 0.468
C 3.284 -2.064 -0.721
C 4.700 -2.025 -1.304
P 2.567 -0.357 -0.361
C 3.770 0.719 -1.208
C 3.164 2.059 -3.732
C 4.013 2.095 -0.663
C 2.767 0.092 1.344
C 3.957 -0.146 2.044
C 4.072 0.181 3.374
C 2.971 0.754 4.004
C 1.801 1.012 3.322
C 1.657 0.702 1.957
N 0.469 0.968 1.233
C -0.753 0.800 1.983
C -1.142 1.632 3.029
C -2.296 1.359 3.746
C -3.099 0.270 3.426
C -2.777 -0.503 2.324
C -1.630 -0.224 1.592
P -1.175 -1.065 0.049
C -2.604 -1.369 -1.087
C -2.834 0.658 -2.693
C -2.055 -2.090 -2.329
C -0.785 -2.726 0.804
C -0.254 -3.828 -0.112
C 0.093 -2.523 2.048
H 3.802 -3.940 0.178
H 2.284 -3.313 0.782
H 3.794 -2.609 1.330
H 2.614 -2.468 -1.493
H 5.408 -1.586 -0.600
H 4.785 -1.443 -2.221
H 5.019 -3.047 -1.517
H 3.369 -0.476 -3.184
H 4.111 2.528 -3.534
H 1.565 1.825 -1.421
H 2.654 2.050 -4.680
H 3.150 2.609 -0.231
H 4.482 2.750 -1.395
H 4.761 1.941 0.118
H 4.791 -0.600 1.523
H 4.989 -0.005 3.916
H 3.029 1.017 5.053
H 0.991 1.463 3.867
H -0.565 2.518 3.251
H -2.578 2.014 4.561
H -3.992 0.060 3.998
H -3.447 -1.294 2.007
H -3.313 -2.024 -0.571
H -1.185 1.621 -3.239
H -3.413 1.569 -2.839
H -2.866 0.057 -3.602
H -1.330 -1.465 -2.854
H -2.866 -2.328 -3.017
H -1.558 -3.023 -2.094
H -1.771 -3.042 1.166
H 0.566 -3.491 -0.748
H -1.031 -4.244 -0.747
H 0.117 -4.651 0.503
H 0.997 -1.956 1.837
H 0.387 -3.497 2.443
H -0.443 -1.994 2.831
N -0.284 5.405 0.682
C -0.564 4.179 0.124
S 0.561 3.579 -1.095
N -1.506 3.453 0.568
N -1.659 2.212 -0.091
C -2.947 1.828 0.121
C -3.748 0.843 -0.373
C -5.023 0.705 0.304
C -6.035 -0.050 -0.154
C -5.887 -0.685 -1.447
C -4.727 -0.668 -2.105
C -3.437 -0.104 -1.517
O -1.436 1.045 -2.507
H 0.243 6.043 0.110
H -1.051 5.822 1.186
H -3.411 2.438 0.891
H -5.147 1.268 1.222
H -6.972 -0.117 0.380
H -6.748 -1.157 -1.905
H -4.660 -1.124 -3.087
Cl 2.900 0.775 -2.826
C 1.035 0.304 -2.791
H 1.178 -0.768 -2.992
H 0.773 0.736 -3.767

Please write out number 1 again, unchanged.
89
Properties=species:S:1:pos:R:3 method="wB97M-V/def2-TZVPD" lumo_energy_ev="-8.740 / -8.739" max_force_ev_per_a=1.337 e_tot_ev=-109294.1471 charge=+3 e_above_lowest_ev=0.348 e_homo_ev="-15.8 / -15.8" homo_lumo_gap_ev="7.03 / 7.03"
Co 0.014 -0.109 0.287
C 2.416 0.391 -5.945
C 1.605 0.548 -4.689
C 0.227 0.473 -4.690
C -0.534 0.661 -3.514
C -1.948 0.847 -3.462
N -2.878 0.381 -4.242
C -2.781 -0.713 -5.227
C -2.225 -2.003 -4.621
C -3.072 -2.671 -3.536
N -3.006 -1.982 -2.240
C -4.040 -1.758 -1.477
C -4.041 -1.079 -0.241
C -5.305 -0.849 0.359
C -5.464 -0.088 1.492
C -6.801 0.140 2.140
C -4.305 0.520 1.986
C -3.036 0.308 1.455
C -1.939 1.057 2.005
N -0.708 1.003 1.666
C 0.208 1.912 2.397
C 1.591 1.295 2.565
C 2.406 1.504 1.316
N 1.644 1.011 0.147
C 2.198 1.154 -0.997
C 1.539 0.891 -2.268
C 2.238 0.796 -3.459
C 0.132 0.813 -2.271
O -0.557 0.879 -1.177
C -2.850 -0.585 0.373
O -1.689 -0.944 -0.058
H 1.785 0.381 -6.831
H 2.986 -0.540 -5.925
H 3.134 1.205 -6.049
H -0.276 0.342 -5.639
H -2.312 1.449 -2.634
H -3.810 0.735 -4.072
H -2.175 -0.400 -6.074
H -3.790 -0.869 -5.606
H -1.221 -1.825 -4.231
H -2.124 -2.716 -5.440
H -2.723 -3.696 -3.398
H -4.121 -2.722 -3.832
H -2.107 -1.707 -1.847
H -5.000 -2.079 -1.874
H -6.180 -1.286 -0.111
H -7.567 -0.497 1.703
H -7.118 1.177 2.024
H -6.755 -0.068 3.209
H -4.398 1.199 2.828
H -2.199 1.748 2.806
H -0.219 2.119 3.377
H 0.257 2.855 1.846
H 1.502 0.232 2.788
H 2.099 1.748 3.416
H 3.373 1.000 1.375
H 2.596 2.570 1.172
H 3.212 1.555 -1.038
H 3.318 0.909 -3.443
S 0.152 -1.720 2.260
C -0.505 -3.266 2.121
N -0.142 -4.244 2.922
C -0.808 -5.543 2.828
C -1.778 -5.472 1.637
S -1.761 -3.750 1.025
H 0.544 -4.068 3.645
H -1.333 -5.752 3.759
H -0.059 -6.319 2.680
H -2.795 -5.716 1.930
H -1.477 -6.131 0.827
O 1.162 -1.523 -0.518
C 1.261 -2.709 -0.878
C 0.341 -3.363 -1.849
C 1.025 -3.030 -3.212
C 2.527 -3.371 -3.348
C 3.519 -2.466 -2.582
C 3.654 -2.785 -1.079
N 2.389 -3.397 -0.629
H -0.660 -2.954 -1.788
H 0.300 -4.443 -1.703
H 0.901 -1.957 -3.398
H 0.482 -3.566 -3.993
H 2.763 -3.278 -4.409
H 2.697 -4.425 -3.110
H 3.192 -1.431 -2.701
H 4.501 -2.546 -3.049
H 3.854 -1.895 -0.487
H 4.447 -3.502 -0.886
H 2.328 -4.367 -0.902